C4H5NO | the ωB97M-V functional and the def2-TZVPD basis

Computed properties:
Max |F|: 1.81 eV Å⁻¹
Energy: -7756.8378 eV
Orbital gap: 8.181 eV
Energy above the lowest of the compared OMol25 structures with the same formula, charge and spin: 934.8 kJ/mol
Net charge: 0
LUMO level: -0.539 eV

Each line ends with the Mulliken charge.
Positions of all 11 atoms, in Å:
C  -0.7695  -1.0610  -0.3561  0.172
C  1.4711  -2.0098  0.0959  -0.443
C  0.3444  1.7932  0.0004  -0.610
C  -0.9139  1.3835  0.0481  0.010
N  -1.3347  0.1576  -0.4380  -0.181
O  -1.7578  -0.9464  0.4873  -0.218
H  1.1998  -2.8653  0.7249  0.226
H  1.7632  -2.3869  -0.8917  0.200
H  0.6040  2.7959  0.2830  0.262
H  1.1316  1.1396  -0.3338  0.247
H  -1.7381  1.9996  0.3799  0.335